(1)
Molecular formula: C39H33BCsN12O4
Method: DFT, ωB97M-V/def2-TZVPD

Geometry as ORCA input:
```
! RIJCOSX wB97M-V def2-TZVPD def2/J DEFGRID3
* xyz -2 2
Cs 0.04860 1.05426 -1.56666
O 5.16245 0.33828 -2.74316
O -0.44097 2.55132 -3.90337
O 3.14437 -0.02632 -1.81461
O -0.88643 1.64522 -5.92663
N -0.70775 0.11220 2.82352
N 0.74322 2.64198 3.94828
N 1.77702 2.71620 1.66364
N 1.96372 1.17372 -3.98737
N -2.10312 -1.10701 -0.48360
N 0.35347 0.76803 2.28950
N -0.71107 3.03142 1.91463
N 1.21956 3.85103 4.33050
N -1.32395 2.59534 0.79673
N 1.71227 3.00936 0.33618
N 0.30559 -2.23831 -1.59608
N -4.42934 -9.79269 -0.60970
C 3.32083 1.27431 -6.38088
C -0.57341 -1.15289 2.45953
C 1.97344 1.59807 -6.32764
C -4.34483 -1.26692 0.02504
C 1.54812 -2.54519 -1.82420
C -2.04701 4.66395 1.28749
C -0.36190 -3.42018 -1.33915
C -3.39758 -7.41888 -0.73189
C 2.95999 3.14321 -0.07709
C -1.11990 4.27634 2.22587
C 0.76869 2.61115 6.15289
C -3.30134 -6.64269 0.42012
C 1.13092 -0.08039 1.58411
C 0.57801 -1.33704 1.67692
C -2.94210 -6.92184 -1.95089
C 3.06282 2.66876 2.06874
C 1.74869 5.02504 6.41430
C 3.24696 0.82677 -4.03669
C -3.95347 -2.51797 -0.27540
C 3.91717 0.33966 -2.73893
C -2.94913 3.47629 -0.84846
C 0.57023 -4.55330 -1.45341
C 1.32928 1.56122 -5.09681
C 3.27457 3.47618 -1.49963
C 3.86459 2.93368 0.98697
C -2.13074 3.56923 0.40253
C -2.39308 -5.65389 -2.01057
C 1.76602 -4.00854 -1.73587
C 3.97358 0.88799 -5.22338
C -2.52012 -2.42368 -0.60051
C -1.58912 -2.18155 2.85274
C -3.14135 -0.42678 -0.11243
C 1.23923 3.83956 5.65415
C -2.75518 -5.37328 0.34840
C -2.29605 -4.86527 -0.86496
C -0.15598 1.95464 -4.96874
C 0.46588 1.88054 5.02363
C -3.97104 -8.73955 -0.66377
C -1.70084 -3.49858 -0.94734
B 0.52640 2.29362 2.44851
H 3.85246 1.31993 -7.32647
H -3.07511 0.64119 0.06236
H -0.70341 4.80321 3.06796
H -2.03720 -5.25777 -2.95286
H 2.44816 3.20293 -2.15572
H 2.01489 0.25131 1.05899
H -4.55666 -3.41082 -0.29947
H -3.70343 2.68489 -0.81170
H 5.02345 0.63106 -5.20046
H 2.70722 -4.52039 -1.86456
H 2.83874 5.00716 6.48837
H 3.45406 4.54880 -1.61555
H -2.59816 -1.85689 2.59096
H -2.67709 -4.76374 1.23954
H 4.16461 2.93767 -1.82703
H 1.46879 5.94857 5.90778
H -2.58021 5.59887 1.22735
H -3.47430 4.42064 -0.99796
H -5.33151 -0.93312 0.30646
H 1.40734 1.87420 -7.20700
H 0.66428 2.30264 7.18049
H 3.30690 2.44878 3.09572
H -1.56653 -2.37414 3.92823
H -3.02286 -7.52945 -2.84218
H 1.34202 5.04130 7.42662
H 2.28241 -1.75841 -2.01018
H 4.94111 2.94751 0.95164
H 0.33880 -5.59389 -1.29100
H -2.33149 3.29831 -1.73227
H 0.93316 -2.24161 1.21199
H -1.38099 -3.12020 2.33523
H -3.65210 -7.03864 1.36376
H 0.05373 0.89428 4.89587
*
```

Summary:
energy: -68279.5556 eV
F_max: 0.38 eV/A
energy above the lowest of the compared OMol25 structures with the same formula, charge and spin: 0.00 kJ/mol

Atom charges from the Löwdin analysis, given in e for atoms 1 to 6: atom 1 (Cs): 1.0589, atom 2 (O): -0.0488, atom 3 (O): -0.2361, atom 4 (O): -0.1355, atom 5 (O): -0.0490, atom 6 (N): 0.1147

(2)
Molecular formula: C39H33Cl2CsN3O3P2
Method: DFT, ωB97M-V/def2-TZVPD

Geometry as ORCA input:
```
! RIJCOSX wB97M-V def2-TZVPD def2/J DEFGRID3
* xyz -1 1
Cs -1.89629 0.62183 0.05447
Cl -2.00084 6.03844 0.70079
Cl 0.79835 5.92111 -0.13239
P -0.31183 -0.08463 3.62253
P -0.62204 0.75983 -3.60451
O -1.32068 3.45601 -0.73270
O -3.52142 -4.54433 -0.48472
O -0.00586 2.82070 0.98515
N -2.95689 -2.22443 -0.26867
N 1.21170 -0.69315 1.12787
N -1.31432 -2.08454 -2.89635
C -1.34097 -1.58877 3.44586
C 3.43735 0.26228 -1.43823
C 1.37738 -0.79204 3.54683
C -0.84726 -2.84871 3.12933
C 1.39916 1.46746 -1.85921
C 1.35953 3.34578 -6.13159
C 1.81668 -0.61908 -2.98871
C -0.72397 -1.60287 -7.00044
C 1.07592 2.27116 -5.30487
C -1.32663 -2.98073 -5.12238
C -1.13220 3.13458 -4.93335
C -3.08979 -3.69242 2.89271
C -0.02006 1.57295 5.79695
C 3.19205 -1.60296 2.15888
C 3.37500 -1.73460 4.55443
C -1.72036 -3.89141 2.84871
C -0.63482 3.64770 0.28533
C -1.14875 -1.90139 -4.24505
C -2.72460 -1.39660 3.48717
C 2.11968 -1.15517 4.66605
C -0.93809 -0.57020 6.36775
C 1.00534 0.48882 -2.77590
C -0.44953 0.30527 5.40297
C -0.73851 -0.65148 -4.76106
C -1.11638 -2.83063 -6.47731
C 3.90089 -1.96392 3.29035
C -0.17717 2.14940 -4.70559
C 3.03146 -0.73036 -2.32007
C -0.48923 5.10073 0.80208
C 1.93444 -1.00420 2.27209
C -0.85192 4.21168 -5.76517
C -3.23714 -3.37152 -0.37203
C -0.53993 1.06591 8.08743
C -0.98634 -0.19010 7.70246
C 2.61487 1.35937 -1.20186
C -3.59324 -2.44225 3.22619
C -0.54338 -0.53523 -6.13654
C -0.05438 1.94830 7.13167
C 0.39234 4.31619 -6.36516
H -0.17447 5.10722 1.83744
H -1.37039 -0.87996 8.44366
H -1.60258 4.97440 -5.92742
H -2.09496 3.06797 -4.44200
H -1.26609 -3.67861 -7.13501
H 0.28805 2.93392 7.42090
H -4.66263 -2.27509 3.23761
H 3.66041 -1.59516 -2.49257
H 1.75970 -0.65496 0.27990
H -3.76145 -4.49541 2.62021
H 3.92842 -2.00872 5.44271
H -1.45804 -1.26178 -2.33564
H -1.86967 -2.85430 -2.55540
H 1.50221 -1.39368 -3.67739
H 0.75442 2.31686 -1.65324
H -0.24993 0.42035 -6.55196
H 1.83258 1.51764 -5.11851
H 2.90296 2.12118 -0.48867
H -3.11887 -0.41053 3.71645
H 0.61638 5.16024 -7.00567
H 1.70392 -0.98718 5.65211
H 0.22144 -3.01335 3.07147
H -1.32602 -4.85741 2.56077
H -0.57579 1.36030 9.12893
H -1.63787 -3.93503 -4.71465
H 2.33683 3.42929 -6.59021
H -1.28249 -1.55421 6.07313
H 0.63761 0.13624 1.22350
H 3.60119 -1.77711 1.17052
H 4.38540 0.17656 -0.92081
H 4.87588 -2.42356 3.18025
H 0.34277 2.27064 5.05020
H -0.56625 -1.47456 -8.06284
*
```

Summary:
energy: -95767.3268 eV
F_max: 0.31 eV/A
energy above the lowest of the compared OMol25 structures with the same formula, charge and spin: 20.01 kJ/mol

Atom charges from the Löwdin analysis, given in e for atoms 1 to 6: atom 1 (Cs): 0.9337, atom 2 (Cl): 0.5517, atom 3 (Cl): 0.5497, atom 4 (P): 1.0976, atom 5 (P): 1.0897, atom 6 (O): -0.1805

(3)
Molecular formula: C39H33GaN6O3S2Sb
Method: DFT, ωB97M-V/def2-TZVPD

Geometry as ORCA input:
```
! RIJCOSX wB97M-V def2-TZVPD def2/J DEFGRID3
* xyz 1 1
Sb -3.81204 0.36365 0.34526
Ga 0.40832 0.71480 -0.25381
S 1.56435 3.69563 -1.58007
S -0.65305 2.39003 -3.68214
O 4.14979 0.34631 0.98079
O 2.54091 3.64974 -0.54053
O 1.96289 3.43318 -2.93580
N -1.08797 0.92784 -1.57558
N -0.05243 -0.92308 1.03731
N 1.89208 0.76922 0.94870
N -1.95939 8.39427 -1.21459
N 0.43541 2.51096 -1.14725
N 1.83271 0.06535 -1.61603
C -8.05495 -0.66839 0.06570
C -0.75030 6.81094 -2.56786
C -3.74314 4.25789 2.49771
C 2.81751 -0.31024 -3.74182
C 1.72216 -0.26850 -2.90361
C -5.94861 0.38189 0.61076
C -1.05426 7.37120 -1.31892
C -2.29812 0.63877 -2.34797
C -8.65595 -0.02846 1.14019
C -7.90529 0.80611 1.95403
C -3.57128 2.72356 -1.80633
C -1.11519 -2.90983 1.79494
C -6.70494 -0.47573 -0.18584
C 0.09412 5.72599 -2.66158
C -6.55663 1.00932 1.69400
C 3.10484 0.54192 0.39173
C -2.56592 4.18742 3.22919
C -4.57032 1.17239 -3.90757
C -3.30495 2.08971 1.53776
C -0.90841 -1.93502 0.84519
C 3.03681 0.38424 -1.11404
C 4.06104 0.04262 -3.23359
C 4.17458 0.38795 -1.89690
C -4.11645 3.21565 1.66110
C 1.65341 0.27917 2.28105
C -1.74696 3.07670 3.11189
C -3.48389 3.18600 -3.04586
C -0.42272 -2.82266 2.99739
C 0.38489 5.74760 -0.26138
C 0.47861 -1.78984 3.18155
C 0.64264 5.18447 -1.50492
C -0.44695 6.84004 -0.17070
C -0.42401 1.99364 -2.02459
C 0.65695 -0.85468 2.17388
C -3.63823 1.21224 -1.70296
C -4.70515 0.73007 -2.66752
C -2.12669 1.28355 -3.75259
C -3.40158 2.10804 -4.10500
C -2.12772 2.03664 2.27504
H 0.35663 5.30796 -3.62162
H 2.69640 -0.61674 -4.77044
H 0.85688 5.32089 0.61414
H -1.52713 1.13074 2.26054
H -8.36919 1.28902 2.80468
H -5.50759 0.08369 -2.34209
H 5.11825 0.65550 -1.44415
H -0.82665 3.01324 3.68049
H -5.98015 1.65411 2.34680
H -5.22629 0.92960 -4.73230
H 1.24146 1.06009 2.92988
H -3.42153 4.23291 -3.31023
H -3.57625 3.35927 -0.93682
H -4.38288 5.12774 2.58480
H -0.58046 -3.55856 3.77419
H -1.42588 -1.94670 -0.10323
H 4.93422 0.03956 -3.87180
H -1.80379 -3.71994 1.60440
H -2.29315 4.99088 3.90148
H 2.58652 -0.06815 2.72635
H -9.70431 -0.19500 1.34967
H -3.33517 2.49912 -5.11716
H -2.42213 -0.44116 -2.44226
H -2.23938 8.86812 -2.05487
H 1.05616 -1.70171 4.09197
H -1.92599 0.54268 -4.52401
H -5.05160 3.27764 1.11690
H -0.64608 7.30098 0.78865
H -8.63192 -1.33342 -0.56400
H 0.72605 -0.51054 -3.25168
H -1.17866 7.25223 -3.46009
H -1.95863 8.94919 -0.37728
H -6.23770 -1.01921 -0.99963
*
```

Summary:
energy: -136641.3431 eV
F_max: 1.33 eV/A

Atom charges from the Löwdin analysis, given in e for atoms 1 to 6: atom 1 (Sb): 1.5707, atom 2 (Ga): 0.5011, atom 3 (S): 0.6311, atom 4 (S): 1.1158, atom 5 (O): 0.0982, atom 6 (O): -0.2619

(4)
Molecular formula: C39H34BrCaClN5O2S3
Method: DFT, ωB97M-V/def2-TZVPD

Geometry as ORCA input:
```
! RIJCOSX wB97M-V def2-TZVPD def2/J DEFGRID3
* xyz -1 1
Br -1.49683 6.65791 -3.88019
Ca -0.08498 -0.18791 -0.44740
Cl -6.23443 3.48328 -3.12187
S 3.61539 -3.50976 0.85676
S 2.73780 -0.85169 -0.30308
S -2.58944 -2.27878 2.01368
O -2.22235 -0.80833 -0.56519
O 0.02270 1.05750 -2.32459
N 0.32067 -0.08571 2.10486
N 0.26221 -2.58293 -0.83016
N 1.34860 -3.24504 -0.26422
N -3.32453 2.32814 -0.70892
N -0.35707 2.08024 0.52023
C 6.02159 -4.66147 -3.67264
C 5.28497 -3.48881 -3.58507
C -3.94766 2.22394 0.45783
C 5.02285 -2.91581 -2.34949
C -1.03520 3.26516 2.55856
C -0.46586 3.29114 -1.62095
C -0.08208 1.05628 2.71223
C -2.41617 -3.55499 -2.95117
C 5.17562 -2.90882 0.15688
C 0.70404 -1.10482 2.82455
C -0.77858 4.59865 -2.04426
C -4.16922 -1.99303 -3.36082
C -5.37662 2.99729 -1.69219
C -0.35716 2.23003 -2.59621
C -0.70888 -3.34159 -1.20299
C -0.47069 2.18258 1.91437
C -2.57599 -1.56991 -1.54553
C 0.27363 0.02726 4.87455
C -1.90663 -2.79130 -1.89163
C -0.36916 3.15260 -0.19380
C -0.66007 2.59489 -3.94999
C -0.67904 2.30520 4.73743
C -0.99405 3.86920 -4.31488
C -3.51695 -3.17741 -3.69537
C -4.01977 2.70978 -1.76888
C -0.69602 -4.83706 -0.99713
C 2.39277 -2.52354 -0.03479
C -1.04551 4.88722 -3.35449
C -3.71711 -1.22297 -2.31648
C 6.49390 -5.26191 -2.51413
C -0.15877 1.14363 4.12208
C -2.37215 -3.42475 3.38800
C -6.03647 2.89542 -0.48130
C 0.71868 -1.09108 4.23497
C 6.22686 -4.69110 -1.27884
C -1.12792 3.33286 3.96132
C -5.29743 2.49814 0.62310
C -3.67898 -1.07809 2.78713
C 5.49168 -3.51329 -1.18123
H -1.91443 -4.47579 -3.21880
H -3.28599 -3.97316 3.62300
H -0.73481 2.34729 5.81857
H -4.21611 -0.30090 -2.04161
H 6.58673 -5.16816 -0.37382
H -0.83628 5.38805 -1.30344
H -3.48969 2.78734 -2.71286
H 1.01108 -1.99165 2.27936
H -3.95665 -0.36931 2.00745
H 0.10455 -5.12412 -0.32390
H -3.85762 -3.79036 -4.51974
H 5.94268 -3.16687 0.88915
H -5.03933 -1.67300 -3.92436
H -2.02323 -2.91284 4.28770
H -5.76247 2.39737 1.59477
H 0.24204 0.08097 5.95676
H -0.35124 4.12404 0.31211
H -1.21258 4.09598 -5.35119
H 5.11270 -1.82274 0.09475
H -1.43431 4.08367 1.97548
H 6.22491 -5.10651 -4.63887
H 1.06512 -1.96206 4.77340
H -1.60744 -4.14175 3.08989
H -7.09240 3.11750 -0.41034
H -0.60861 1.80329 -4.68616
H -3.17733 -0.53708 3.59254
H 4.90579 -3.01728 -4.48316
H -4.58708 -1.54404 3.17256
H 7.06803 -6.17871 -2.57292
H -3.34239 1.89209 1.29506
H -1.66679 -5.15002 -0.61164
H -1.56604 4.21304 4.41476
H 4.43593 -2.00819 -2.27457
H -0.54039 -5.35735 -1.94326
*
```

Summary:
energy: -186056.4473 eV
F_max: 0.45 eV/A
energy above the lowest of the compared OMol25 structures with the same formula, charge and spin: 65.43 kJ/mol

Atom charges from the Löwdin analysis, given in e for atoms 1 to 6: atom 1 (Br): 0.6670, atom 2 (Ca): 1.2321, atom 3 (Cl): 0.6544, atom 4 (S): 0.8330, atom 5 (S): 0.4784, atom 6 (S): 0.7815

(5)
Molecular formula: C39H34ClIN4NiO3PS
Method: DFT, ωB97M-V/def2-TZVPD

Geometry as ORCA input:
```
! RIJCOSX wB97M-V def2-TZVPD def2/J DEFGRID3
* xyz 1 3
I 3.05841 0.69487 2.40554
Ni 0.42025 0.54261 1.33092
Cl -3.52188 5.62468 -3.83772
S -0.27426 0.14851 3.71499
P 1.07897 -1.63246 0.95247
O -1.34448 0.08422 0.54731
O -2.86181 1.62171 1.24791
O -3.05657 0.20185 -1.70764
N 1.15243 1.83331 -0.32265
N -2.19721 1.59842 4.62763
N -0.22401 2.39802 1.82282
N -1.09720 2.55941 2.85101
C 4.92360 -3.38418 -0.74823
C 3.83808 -1.45673 0.28126
C -4.50202 3.36924 -2.84382
C -0.70930 -4.39097 4.18201
C 0.66137 3.09157 -0.21032
C -2.09552 3.48867 -2.98994
C 0.60810 -3.96278 4.30799
C -0.21827 3.31913 0.94625
C 4.88579 -1.97146 -0.58274
C 1.18906 -3.08493 3.40420
C -0.19040 -4.29928 -1.84461
C -1.05366 4.51355 1.13486
C -3.35990 4.06210 -3.16052
C -1.20997 1.53643 3.73489
C 0.35330 -2.38943 -0.52793
C 0.18351 -3.72958 -0.62512
C -2.46933 0.65682 0.63280
C 3.00186 -3.63750 0.69453
C -0.89312 -3.12578 2.12470
C 4.10292 -4.19100 -0.01125
C 2.82472 -2.27967 0.73151
C -0.16844 -2.09460 -2.84851
C 5.90538 -1.14657 -1.10157
C 1.95315 1.54847 -1.35471
C 5.10524 0.64599 0.23919
C -1.43710 -3.96440 3.05641
C -5.70868 1.31839 -2.06706
C 5.99731 0.18202 -0.76644
C -3.47617 -0.00356 -0.37482
C -0.36138 -3.47270 -2.95570
C -4.46124 2.07174 -2.33116
C 0.42989 -2.65476 2.34248
C 1.67688 3.70945 -2.23041
C -3.20142 1.50403 -2.10453
C 4.09202 -0.10108 0.73945
C 0.15966 -1.56886 -1.60996
C 2.13379 2.43651 -2.38031
C 0.91126 4.07001 -1.14774
C -2.04648 2.22285 -2.41922
H -2.50850 2.55901 4.87054
H -1.03356 4.81484 2.20023
H 0.44167 5.04411 -1.09009
H -0.60373 -3.90439 -3.92766
H 4.28740 -5.24155 0.05963
H 1.87262 4.44601 -2.98681
H 1.23444 -4.41674 5.06719
H 2.39342 0.56784 -1.39629
H -5.45920 3.91273 -2.98828
H -0.72993 5.30974 0.51454
H 0.23491 -0.49507 -1.55732
H -1.07120 1.74752 -2.21674
H 2.32294 -4.30403 1.23631
H -2.05464 4.23197 0.82234
H -6.38797 1.37783 -2.96085
H 6.66270 -1.60630 -1.72945
H -5.56822 0.25321 -1.94886
H 6.79533 0.83569 -1.11704
H 5.32050 1.65779 0.64104
H -2.30581 0.88186 5.36359
H 0.37825 -4.40279 0.22333
H -6.25841 1.72542 -1.20728
H -2.49290 -4.29782 3.00225
H 2.23547 -2.74089 3.60238
H -3.55718 -1.06512 -0.15435
H -4.47913 0.48751 -0.13620
H 5.62861 -3.82386 -1.44589
H -1.26363 4.07947 -3.27956
H -0.33391 -5.34014 -1.88894
H 2.67125 2.13211 -3.26874
H -1.06091 -5.19158 4.79615
H -2.07080 2.52713 2.39023
H -0.31072 -1.42403 -3.67500
H -1.43628 -2.84979 1.23715
*
```

Summary:
energy: -134883.8274 eV
F_max: 3.75 eV/A

Atom charges from the Löwdin analysis, given in e for atoms 1 to 6: atom 1 (I): 1.1274, atom 2 (Ni): 0.1247, atom 3 (Cl): 0.6992, atom 4 (S): 0.7498, atom 5 (P): 1.0427, atom 6 (O): -0.0988